# 1
{
  "formula": "C33H78N4O3",
  "method": "ωB97M-V with the def2-TZVPD basis set",
  "gap_ev": 8.6,
  "largest_force_ev_per_a": 1.4,
  "smiles": "CCN(CC)CC.CCN(CC)CC.CCN(CC)CC.CCN(CC)CC.CC(C)=O.CC(C)=O.CC(C)=O",
  "lumo_energy_ev": 0.540,
  "e_above_lowest_ev": 0.000,
  "symbols": ["C", "C", "N", "C", "C", "C", "C", "H", "H", "H", "H", "H", "H", "H", "H", "H", "H", "H", "H", "H", "H", "H", "C", "C", "N", "C", "C", "C", "C", "H", "H", "H", "H", "H", "H", "H", "H", "H", "H", "H", "H", "H", "H", "H", "C", "C", "N", "C", "C", "C", "C", "H", "H", "H", "H", "H", "H", "H", "H", "H", "H", "H", "H", "H", "H", "H", "C", "C", "N", "C", "C", "C", "C", "H", "H", "H", "H", "H", "H", "H", "H", "H", "H", "H", "H", "H", "H", "H", "C", "C", "O", "C", "H", "H", "H", "H", "H", "H", "C", "C", "O", "C", "H", "H", "H", "H", "H", "H", "C", "C", "O", "C", "H", "H", "H", "H", "H", "H"],
  "xyz": [[24.57, -27.55, -2.80], [24.94, -26.68, -3.99], [26.05, -27.22, -4.78], [25.82, -28.59, -5.23], [27.10, -29.31, -5.67], [26.32, -26.39, -5.94], [26.88, -25.02, -5.62], [25.44, -27.91, -2.25], [23.95, -28.42, -3.02], [24.00, -26.96, -2.07], [24.03, -26.48, -4.58], [25.31, -25.73, -3.62], [25.39, -29.22, -4.45], [25.04, -28.63, -6.01], [27.97, -28.96, -5.11], [26.97, -30.37, -5.45], [27.30, -29.25, -6.74], [25.44, -26.21, -6.58], [27.06, -26.88, -6.57], [26.18, -24.42, -5.03], [27.06, -24.37, -6.48], [27.84, -25.00, -5.08], [19.30, -20.22, 5.03], [19.97, -19.51, 3.86], [21.42, -19.56, 3.88], [22.02, -18.94, 5.05], [23.53, -18.74, 4.94], [22.01, -20.85, 3.54], [21.72, -21.29, 2.09], [19.58, -19.78, 5.99], [19.51, -21.29, 5.08], [18.22, -20.05, 5.00], [19.61, -19.93, 2.92], [19.64, -18.47, 3.91], [21.54, -17.96, 5.20], [21.80, -19.49, 5.98], [23.90, -18.17, 5.79], [24.08, -19.68, 5.02], [23.77, -18.24, 4.00], [21.68, -21.59, 4.28], [23.09, -20.74, 3.52], [21.68, -22.38, 2.03], [22.41, -20.93, 1.33], [20.73, -20.96, 1.77], [27.78, -21.34, -3.42], [27.82, -21.41, -4.92], [26.66, -20.72, -5.50], [26.16, -21.36, -6.73], [27.18, -21.43, -7.88], [26.92, -19.29, -5.69], [25.64, -18.49, -5.90], [27.78, -20.33, -3.02], [28.65, -21.85, -2.98], [26.91, -21.85, -2.99], [28.75, -20.91, -5.23], [27.85, -22.43, -5.29], [25.89, -22.37, -6.44], [25.28, -20.82, -7.08], [28.19, -21.75, -7.63], [26.83, -22.18, -8.60], [27.31, -20.50, -8.44], [27.70, -19.16, -6.44], [27.37, -18.88, -4.78], [24.99, -18.68, -5.05], [25.13, -18.70, -6.84], [25.89, -17.43, -5.96], [23.71, -24.16, 7.26], [23.15, -23.40, 6.04], [23.59, -23.89, 4.73], [23.02, -25.21, 4.44], [22.98, -25.47, 2.93], [25.03, -23.89, 4.55], [25.65, -22.52, 4.78], [23.39, -23.62, 8.16], [24.80, -24.15, 7.28], [23.35, -25.18, 7.33], [22.06, -23.43, 6.07], [23.42, -22.34, 6.08], [22.00, -25.27, 4.82], [23.68, -25.99, 4.85], [23.97, -25.41, 2.49], [22.35, -24.78, 2.35], [22.56, -26.46, 2.76], [25.51, -24.62, 5.23], [25.30, -24.22, 3.55], [25.09, -21.75, 4.24], [25.71, -22.23, 5.83], [26.67, -22.46, 4.39], [24.36, -20.51, -1.87], [23.01, -19.82, -1.78], [21.99, -20.46, -1.82], [23.03, -18.33, -1.67], [24.15, -21.58, -1.80], [25.03, -20.15, -1.10], [24.83, -20.36, -2.85], [23.75, -18.03, -0.90], [22.02, -17.96, -1.52], [23.37, -17.86, -2.60], [25.77, -24.58, -0.89], [25.91, -23.24, -0.22], [26.82, -22.49, -0.48], [24.84, -22.87, 0.78], [24.94, -24.52, -1.60], [25.57, -25.37, -0.16], [26.69, -24.84, -1.41], [24.20, -23.69, 1.10], [24.10, -22.19, 0.35], [25.34, -22.41, 1.63], [28.17, -27.97, -1.80], [29.66, -27.95, -2.04], [30.36, -28.86, -1.65], [30.22, -26.83, -2.85], [27.60, -27.39, -2.52], [27.98, -27.54, -0.81], [27.83, -29.01, -1.78], [29.51, -26.35, -3.53], [31.08, -27.18, -3.43], [30.57, -26.04, -2.17]],
  "mulliken_charge": [-1.43, 0.00, 0.91, -0.54, -1.35, -1.08, -0.82, 0.16, 0.43, 0.45, 0.31, -0.15, 0.35, 0.35, 0.23, 0.42, 0.37, 0.33, 0.36, 0.36, 0.47, 0.03, -1.11, -0.47, 0.11, -0.42, -1.15, 0.28, -0.65, 0.29, 0.24, 0.43, 0.29, 0.42, 0.45, 0.30, 0.43, 0.10, 0.33, -0.19, -0.03, 0.01, -0.12, 0.34, -1.31, -0.39, 0.43, -0.43, -1.26, -0.67, -1.18, 0.29, 0.49, 0.06, 0.27, 0.33, 0.20, 0.36, 0.28, 0.44, 0.38, 0.44, 0.37, 0.11, 0.32, 0.43, -1.45, -0.52, 0.79, -0.68, -1.12, -0.61, -1.24, 0.45, 0.31, 0.30, 0.49, 0.17, 0.47, 0.33, 0.20, 0.13, 0.47, 0.42, 0.44, 0.04, 0.32, 0.47, -0.36, 0.78, -0.58, -1.28, 0.05, 0.43, -0.02, 0.36, 0.36, 0.28, -0.97, 0.53, -0.59, 0.31, 0.22, 0.45, 0.36, -0.28, -0.23, 0.16, -0.28, 0.47, -0.59, -0.80, -0.35, 0.38, 0.39, -0.02, 0.36, 0.35]
}



# 2
{
  "formula": "C5H10O2",
  "method": "ωB97M-V with the def2-TZVPD basis set",
  "gap_ev": 10.1,
  "largest_force_ev_per_a": 0.6,
  "lumo_energy_ev": 0.842,
  "e_above_lowest_ev": 5.106,
  "symbols": ["C", "C", "C", "O", "C", "C", "O", "H", "H", "H", "H", "H", "H", "H", "H", "H", "H"],
  "xyz": [[0.31, -1.73, -1.69], [-0.33, -1.16, -0.43], [-0.07, 0.31, -0.16], [-0.25, 1.17, -1.15], [-0.57, 0.76, 1.20], [0.11, 1.98, 1.77], [0.99, 2.60, 1.21], [-0.06, -2.74, -1.88], [0.08, -1.10, -2.55], [1.40, -1.79, -1.58], [-1.43, -1.17, -0.55], [-0.10, -1.77, 0.45], [1.35, 0.35, 0.11], [1.00, 1.03, -0.48], [-0.56, -0.05, 1.95], [-1.62, 1.02, 1.02], [-0.25, 2.28, 2.77]],
  "mulliken_charge": [-1.27, -0.41, 0.73, -0.78, -0.70, 0.03, -0.46, 0.37, 0.30, 0.33, 0.34, 0.33, 0.12, 0.00, 0.39, 0.34, 0.35]
}



# 3
{
  "formula": "C5H7NO",
  "method": "ωB97M-V with the def2-TZVPD basis set",
  "gap_ev": 9.3,
  "largest_force_ev_per_a": 0.5,
  "lumo_energy_ev": 0.403,
  "e_above_lowest_ev": 5.588,
  "symbols": ["O", "C", "N", "C", "C", "C", "C", "H", "H", "H", "H", "H", "H", "H"],
  "xyz": [[-3.14, -0.18, 0.64], [-2.00, 0.23, 0.78], [-1.11, 0.52, -0.57], [-0.50, -0.64, -0.32], [0.99, -0.88, -0.38], [1.84, 0.31, -0.31], [2.57, 1.26, -0.28], [-1.64, 1.08, 1.39], [-0.48, 1.33, -0.48], [-1.11, -1.52, -0.48], [-1.12, -0.62, 1.22], [1.27, -1.60, 0.40], [1.17, -1.39, -1.34], [3.24, 2.10, -0.27]],
  "mulliken_charge": [-0.58, 0.06, -0.46, -0.36, -0.48, -0.67, 0.31, 0.35, 0.28, 0.41, 0.13, 0.32, 0.27, 0.42]
}